Entry 1:
DFT (wB97M-V/def2-TZVPD) results for C44H50ClN2SeV as an isolated structure.

The geometry in XYZ format:
```
99
Properties=species:S:1:pos:R:3:forces:R:3
Se -0.00094 -0.40429 3.20531 -0.047 0.417 -0.229
V -0.09878 -0.35226 -0.13305 0.010 -3.600 -0.386
Cl 2.33226 -4.37528 -6.28091 0.150 -0.169 -0.179
N 1.13171 0.97476 0.24168 0.777 2.483 0.808
N -1.69134 0.67210 -0.10472 -0.947 0.881 0.441
C -2.97367 3.53947 -2.14417 0.185 -0.078 0.124
C 1.59179 -3.42243 -5.02679 0.026 0.158 0.082
C 1.31473 -2.75631 6.36691 0.073 -0.117 0.207
C 1.42958 -2.05827 -5.21348 0.116 -0.268 -0.054
C 0.99118 -1.68583 5.55956 0.063 0.082 0.070
C 2.87471 3.64480 -2.23915 -0.179 -0.045 0.127
C -3.58374 -0.73827 1.99447 -0.060 -0.056 -0.114
C 3.01531 4.49351 0.11287 -0.220 -0.148 -0.057
C -4.18197 0.71544 -2.81656 0.012 -0.040 0.039
C -2.80037 0.30146 -0.87188 -1.054 -0.032 -0.588
C 0.81245 -1.31623 -4.23095 -0.057 0.014 0.271
C -3.18268 3.36718 1.86131 0.113 -0.316 -0.271
C 2.73668 -2.71036 -0.41255 -0.121 0.239 -0.052
C 0.18597 -3.19429 3.88263 -0.047 -0.111 0.037
C 1.15905 -4.03403 -3.86171 0.049 -0.037 -0.197
C -4.98950 -0.35430 -2.48278 -0.128 -0.004 -0.072
C -3.08339 1.04798 -2.03813 0.153 -0.112 0.207
C 2.50930 0.88683 0.02073 1.616 0.138 0.078
C -4.70335 -1.09519 -1.35366 0.003 0.005 -0.041
C -3.48641 -1.60716 0.73914 0.109 0.045 0.134
C 2.48860 -1.59971 0.61173 0.140 -0.175 -0.174
C -1.81814 2.19000 -3.91148 0.045 -0.082 0.245
C 4.58492 -0.33743 0.14384 0.013 0.051 0.029
C 4.62163 1.97038 -0.43810 0.063 -0.021 0.120
C -1.77883 1.76073 0.66976 -0.007 0.364 0.287
C -0.61816 2.35668 1.26867 -0.737 -0.059 -0.047
C -2.05271 3.95230 2.43816 0.283 0.225 0.206
C -3.03914 2.32391 0.98557 -0.327 0.224 0.157
C -0.45168 -1.10739 -2.10652 0.051 0.058 0.059
C 0.71464 1.93268 1.04594 0.558 -0.119 -0.011
C 1.06125 -4.05350 5.94645 0.079 -0.200 0.172
C 0.42193 -1.89002 4.30654 -0.189 0.400 -0.537
C -2.22672 2.23421 -2.43530 0.058 0.140 -0.102
C -3.62780 -0.78606 -0.52776 -0.006 0.058 -0.014
C -0.81236 3.45027 2.13839 -0.013 0.050 0.087
C 5.30160 0.80614 -0.14639 -0.039 -0.050 -0.109
C 0.32102 -1.89482 -3.04925 0.127 -0.441 -0.483
C -2.21491 -2.45325 0.79475 -0.195 0.041 -0.328
C 0.49607 -4.26395 4.69903 0.008 -0.250 -0.005
C 3.23846 2.03296 -0.36848 -0.423 -0.117 -0.014
C 2.94131 -2.05000 2.00253 -0.330 0.154 0.055
C 3.20063 -0.32350 0.22650 -0.417 0.201 -0.005
C 0.52434 -3.27977 -2.89631 -0.084 0.338 -0.002
C 2.56380 3.32859 -0.77281 0.012 0.239 -0.122
H -4.41589 -0.04301 1.92051 -0.166 0.062 0.017
H 3.79826 -2.94599 -0.47652 0.093 -0.009 0.023
H -1.30527 -1.71248 -1.77084 -0.144 0.122 -0.097
H 3.94590 3.76131 -2.38817 0.115 0.021 -0.063
H -0.24426 -3.36183 2.90459 -0.023 0.002 -0.048
H -4.17181 3.72166 2.11842 -0.060 0.047 -0.038
H -3.20298 3.61373 -1.08414 -0.074 0.101 -0.011
H -3.90526 3.57979 -2.70629 -0.113 0.016 -0.089
H 2.38570 4.57173 -2.53781 -0.040 0.069 -0.049
H 6.38014 0.78551 -0.15619 0.144 -0.017 -0.059
H 2.79387 -1.24819 2.72246 -0.076 -0.022 0.091
H -1.32616 -1.80063 0.82842 -0.259 -0.505 0.361
H 0.06424 3.89995 2.58690 0.081 -0.003 0.051
H -1.30117 1.26049 -4.13879 0.036 -0.081 -0.097
H 3.99582 -2.31793 2.00101 0.146 -0.055 -0.152
H 1.46933 2.46273 1.62767 0.027 0.040 -0.153
H 0.15130 -3.76935 -2.00548 -0.008 -0.010 0.083
H 1.30752 -5.09694 -3.72793 -0.026 -0.038 -0.004
H -1.30830 2.21970 -1.83412 -0.193 -0.047 -0.121
H -5.85127 -0.59938 -3.08925 -0.014 -0.032 -0.059
H 1.77444 -2.57947 7.33263 -0.025 -0.015 0.035
H 4.07337 4.69837 -0.03790 0.108 0.057 0.027
H -2.14236 -3.12853 -0.06090 0.033 0.031 -0.021
H -3.73498 -1.36135 2.87338 0.061 -0.072 0.125
H -4.33607 -2.30544 0.74677 0.125 0.120 -0.055
H 1.18049 -0.67269 5.88669 0.016 0.049 0.006
H 1.47730 3.22717 -0.68022 0.237 0.014 -0.057
H 5.11836 -1.25326 0.34749 0.012 -0.138 0.020
H 0.65359 -0.25727 -4.38748 0.022 0.091 -0.019
H 2.39191 -2.41021 -1.40064 0.046 -0.066 -0.024
H -2.68326 2.26803 -4.56747 -0.059 0.032 -0.083
H 1.30216 -4.89218 6.58621 0.034 -0.042 0.017
H -2.23392 -3.04750 1.70773 0.238 0.034 0.068
H -2.16139 4.78225 3.12175 0.062 0.032 0.043
H 0.30349 -5.27327 4.35425 -0.010 -0.040 0.013
H -3.91047 1.86405 0.54106 -0.057 0.038 0.042
H -2.66774 -0.17317 2.14098 -0.015 -0.023 0.145
H 2.45231 5.39445 -0.12797 -0.009 0.090 -0.016
H 2.52378 2.84273 -2.88407 -0.011 -0.072 -0.115
H 2.86089 4.26028 1.16357 0.011 0.044 0.147
H 1.39348 -1.40218 0.65693 0.612 -0.427 0.441
H -1.14821 3.02034 -4.13258 0.042 0.069 -0.053
H -2.36403 4.39780 -2.42165 0.059 0.125 -0.056
H -4.41357 1.30063 -3.69538 0.003 0.053 -0.085
H 1.76322 -1.59231 -6.12957 0.046 -0.001 -0.055
H -0.81976 -0.22027 -2.62253 -0.229 -0.018 0.073
H 5.18313 2.85564 -0.69963 0.021 0.101 -0.066
H 2.36984 -2.91514 2.33386 -0.024 -0.023 0.029
H -5.34488 -1.92746 -1.08891 0.006 -0.020 0.039
H 2.21156 -3.61909 -0.11863 -0.067 -0.042 -0.001
```
Forces are in eV/Å.

Summary:
**2S+1**: 4
**HOMO energy (spin up / spin down)**: -3.5 / -3.9 eV
**Charge**: -1
**Frontier orbital gap (spin up / spin down)**: 6.0 / 6.1 eV
**Expectation value of S²**: 3.7776

Results of the Mulliken charge analysis, in e, for atoms 1 through 8: 0.017, -0.711, -0.269, 1.021, 2.245, -1.580, 0.438, -0.559

***

Entry 2:
DFT (wB97M-V/def2-TZVPD) results for C5H8O2 as an isolated structure.

The geometry in XYZ format:
```
15
Properties=species:S:1:pos:R:3:forces:R:3
O -1.89380 -0.97281 -0.41798 -0.284 -0.401 0.271
O 0.16967 1.28987 0.98455 0.052 0.088 0.171
C 0.21843 -0.15732 0.88162 0.035 -0.398 0.005
C -0.83139 -0.12364 -0.26707 -0.476 0.275 0.343
C -0.80111 1.30646 -0.03526 -0.426 0.183 0.324
C 1.64329 -0.66057 0.76988 -0.070 -0.037 -0.120
C -0.32043 0.89873 -1.39096 -0.837 -1.420 0.258
H -1.58914 -1.75930 -0.89081 -0.147 0.196 0.035
H 2.14218 -0.24066 -0.10881 -0.072 -0.090 0.101
H -1.06260 1.07641 -2.16222 0.143 -0.318 0.000
H 0.39796 0.11437 -1.52563 1.896 1.331 -1.019
H -0.29529 -0.59657 1.74631 0.104 0.020 -0.055
H 2.21468 -0.34901 1.65350 -0.183 -0.046 -0.162
H 1.66792 -1.75434 0.72131 -0.012 0.123 -0.026
H -1.70692 1.88956 0.06188 0.275 0.494 -0.128
```
Forces are in eV/Å.

Summary:
**HOMO energy**: -8.7 eV
**ΔE to the lowest compared entry with this formula, charge and spin**: 387.4 kJ/mol
**Frontier orbital gap**: 9.4 eV

Results of the natural (NBO) charge analysis, in e, for atoms 1 through 8: -0.676, -0.511, 0.078, 0.188, 0.087, -0.643, -0.553, 0.475

***

Entry 3:
DFT (wB97M-V/def2-TZVPD) results for a 2-piece molecular cluster, C5H17N2O overall.

The geometry in XYZ format:
```
25
Properties=species:S:1:pos:R:3:forces:R:3
O -3.31315 1.83351 0.12022 1.476 0.558 -0.290
N 1.24116 0.04826 0.88347 0.814 -0.598 -0.318
N 0.15719 -1.94462 -0.48911 -0.270 1.413 -0.188
C 0.88349 0.76660 2.09489 -2.393 -0.430 0.119
C 2.65853 -0.21422 0.68421 1.437 0.926 0.421
C -0.54045 -0.59917 -0.76948 1.400 -0.142 0.015
C 0.58235 0.39947 -0.37003 -0.237 0.459 0.357
C -1.02553 -0.43743 -2.19348 -2.040 2.055 0.938
H 2.86122 -1.09801 0.07144 -0.047 -0.006 0.140
H 0.05643 1.35351 -0.31848 0.407 0.291 -0.092
H 0.57674 0.07082 2.88524 0.454 -0.024 -0.012
H 1.40625 0.42721 -1.08411 -0.529 0.166 -0.664
H 3.21505 -0.27499 1.62223 -0.557 -0.720 0.249
H -3.55966 1.66812 1.02907 -0.722 -0.368 -0.192
H 1.50937 1.52485 2.54771 0.734 0.074 -0.557
H 0.82961 -1.63821 0.24870 -0.250 -0.183 0.655
H 0.71650 -2.16840 -1.30769 -0.301 -0.656 -0.123
H -1.38069 -0.45160 -0.09754 0.122 -0.407 0.335
H -0.06867 1.23748 1.82445 0.129 0.358 0.357
H -0.96553 0.62633 -2.46365 0.817 -0.162 -0.051
H -0.45084 -2.67092 -0.14268 -0.040 -0.512 -0.257
H -0.65372 -1.02825 -2.97719 0.823 -0.900 -0.783
H 3.24825 0.62099 0.25496 -0.680 -0.028 -0.489
H -3.84405 1.41637 -0.55334 -0.698 -0.278 0.472
H -2.12357 -0.45876 -2.20516 0.152 -0.886 -0.042
```
Forces are in eV/Å.

Summary:
**HOMO energy**: -12.9 eV
**Charge**: +1
**ΔE to the lowest compared entry with this formula, charge and spin**: 176.1 kJ/mol
**Frontier orbital gap**: 9.8 eV

Results of the natural (NBO) charge analysis, in e, for atoms 1 through 8: -0.970, -0.497, -0.708, -0.414, -0.436, -0.049, -0.244, -0.665

***

no.,maximum force (eV/Å)
1,3.62
2,2.53
3,3.04